Entry 1:
The following is a DFT calculation (ωB97M-V/def2-TZVPD) of one molecule with the formula C8H16N2S at a distorted geometry.

The geometry in XYZ format:
```
27
Properties=species:S:1:pos:R:3:forces:R:3
C 1.19309 1.00643 0.15074 1.15 -0.45 0.41
C 0.44921 -0.09983 -0.82189 -0.36 -0.68 1.23
C 1.16022 -1.29984 -1.07428 4.45 -0.65 -0.97
C -0.37269 -3.13415 1.29639 -1.19 2.44 -0.10
C 0.66957 3.16712 -0.76201 -2.21 0.81 -1.15
C -1.04607 2.00508 0.76098 -2.24 -0.84 1.56
C -0.44928 -3.03168 -0.25091 -0.07 2.77 3.28
C 0.37710 2.24854 0.46721 1.64 -0.18 -1.39
N 2.43988 1.02290 0.36262 -2.99 1.27 0.66
N 0.77812 -2.54180 -0.73371 0.96 1.80 -1.24
S 3.66509 0.05710 0.09256 1.24 -1.75 -0.74
H -0.48994 -0.53173 -0.42157 -0.33 1.70 -0.35
H 0.48228 0.42514 -1.77118 -0.84 0.34 -0.17
H 1.38968 -3.29207 -0.84418 1.75 -0.72 -0.67
H 2.25305 -1.08595 -1.54843 -2.60 -1.33 1.11
H -0.03729 -4.06915 1.57314 1.18 -1.99 0.63
H 0.32157 -2.32772 1.70518 -1.09 -1.03 -0.43
H -1.38809 -3.08055 1.75853 0.72 0.35 -0.32
H 0.75990 2.61715 -1.77335 -0.16 0.65 1.67
H 1.58015 3.77658 -0.63570 -0.47 -0.37 0.04
H -0.26458 3.85051 -0.87106 1.70 -0.68 -0.04
H -1.65524 2.90545 0.93173 0.64 0.09 0.62
H -1.29192 1.22154 1.59522 0.78 1.54 -1.29
H -1.57789 1.66224 -0.08591 -0.37 -0.93 -1.29
H -1.20850 -2.35381 -0.54139 -1.03 0.58 -0.25
H -0.63432 -3.93377 -0.67205 -0.60 -2.80 -1.34
H 0.84984 2.71866 1.30648 0.33 0.10 0.53
```
Positions in Å, forces in eV/Å.

## Properties
Lowest unoccupied orbital energy (alpha / beta) (eV): 0.0 / 0.0
Gap between HOMO and LUMO (alpha / beta) (eV): 6.25 / 6.24
Energy relative to the best compared isomer or geometry (same formula, charge and spin) (kJ/mol): 331.0
Charge: 0
Maximum force (eV Å⁻¹): 4.6

=====

Entry 2:
The following is a DFT calculation (ωB97M-V/def2-TZVPD) of C8H16N2Si as an isolated structure at a distorted geometry.

The geometry in XYZ format:
```
27
Properties=species:S:1:pos:R:3:forces:R:3
C 1.11316 -0.78390 0.36042 -0.69 -0.07 -1.60
C 1.70203 0.05771 -0.58939 -1.78 -0.40 1.98
C -1.00735 1.71368 -0.35018 -0.61 0.36 -2.24
C 3.13135 -0.09427 -0.93456 -0.16 -2.97 -0.08
C -0.48688 2.04137 -2.61748 -0.05 0.71 -0.59
C -0.89527 -1.97207 2.53381 0.11 -1.51 -1.71
C -2.11638 -1.35603 -0.07524 0.07 -0.10 0.60
C -0.64829 0.94565 1.69137 2.58 -0.17 -0.32
N 1.18575 1.07640 -1.27231 0.85 1.21 -1.48
N -0.03970 1.53378 -1.24740 -1.06 0.02 0.89
Si -0.65079 -0.83818 1.00459 0.68 -0.59 0.16
H 1.65887 -1.71719 0.32071 0.11 -0.30 0.73
H 3.47179 -0.99857 -0.32141 0.27 1.49 -1.07
H 3.22902 -0.25590 -2.01905 0.08 -0.22 0.35
H 3.62391 0.80876 -0.73805 1.03 1.12 0.65
H -1.50108 2.52318 -2.49504 1.29 -0.50 -0.24
H 0.28878 2.73997 -3.11531 -1.15 -0.92 1.58
H -0.52915 1.19059 -3.32485 -0.18 0.18 0.77
H -0.11751 -2.63910 2.91782 0.15 0.23 -0.40
H -1.06408 -1.26911 3.26108 -0.46 1.67 2.29
H -1.82674 -2.56949 2.46961 0.51 0.31 -0.15
H -2.77891 -0.53572 -0.32661 -0.20 0.21 0.12
H -1.76045 -1.74023 -1.02728 0.01 -0.35 -0.03
H -2.65446 -2.12920 0.52543 0.23 0.52 -0.87
H 0.40808 1.06468 2.03827 -0.51 -0.27 -0.36
H -0.53847 1.82732 0.82529 0.13 -0.05 1.31
H -1.19722 1.37589 2.50574 -1.23 0.40 -0.27
```
Positions in Å, forces in eV/Å.

## Properties
Lowest unoccupied orbital energy (alpha / beta) (eV): 0.1 / 0.1
Gap between HOMO and LUMO (alpha / beta) (eV): 7.45 / 7.45
Energy relative to the best compared isomer or geometry (same formula, charge and spin) (kJ/mol): 803.8
Charge: 0
Maximum force (eV Å⁻¹): 3.0

=====

Entry 3:
The following is a DFT calculation (ωB97M-V/def2-TZVPD) of a 2-piece molecular cluster, C8H16N3 overall at a distorted geometry.

The geometry in XYZ format:
```
27
Properties=species:S:1:pos:R:3:forces:R:3
C -0.61077 -1.35764 1.78758 0.92 -0.41 1.41
C -0.72083 -0.57739 0.68410 -0.04 0.69 -0.17
C -2.68931 -1.58593 1.16291 -1.93 0.11 -0.83
C -4.10218 -1.88507 0.91205 0.93 2.27 -2.96
C 0.54688 1.61688 -1.60647 -4.12 -1.14 -0.15
C 2.92011 1.57029 -1.58252 -0.79 -0.54 -2.09
C 1.76084 0.55521 0.28540 0.13 -4.08 -1.32
C 1.65505 0.72682 -1.19204 2.28 -0.58 0.11
N -1.87925 -1.96768 2.09783 1.19 -0.39 0.93
N -2.09661 -0.74029 0.37060 2.02 -0.26 0.52
N 2.26997 -0.58445 0.73294 1.32 1.08 2.94
H 0.30017 -1.53739 2.42764 -1.51 0.08 -0.76
H -4.65379 -1.28875 1.51454 -1.91 2.07 2.22
H -4.43071 -1.52079 -0.12387 0.73 -0.98 1.26
H -4.42427 -2.81171 1.11937 -0.79 -3.63 0.32
H 0.12958 2.36153 -0.88326 1.04 -0.43 -0.37
H 0.65382 2.06824 -2.60299 0.12 -0.20 0.51
H -0.30823 0.87538 -1.64993 0.36 1.10 -0.28
H 2.60439 1.99003 -2.56717 0.62 0.01 0.80
H 3.83062 1.05144 -1.82436 0.45 -0.46 0.62
H 3.04456 2.37301 -0.89822 0.38 0.75 0.55
H 1.59490 1.32110 0.98148 -0.39 0.98 0.80
H 1.67957 -0.33790 -1.69535 -0.25 2.23 0.86
H -2.24911 -2.41456 2.94018 0.79 -0.04 -0.48
H -2.66760 -0.28502 -0.27810 -0.19 0.86 -1.50
H 2.55080 -0.74184 1.75872 -0.88 0.84 -2.10
H 2.66799 -1.32899 0.18637 -0.49 0.09 -0.84
```
Positions in Å, forces in eV/Å.

## Properties
Lowest unoccupied orbital energy (eV): -3.2
Gap between HOMO and LUMO (eV): 8.49
Energy relative to the best compared isomer or geometry (same formula, charge and spin) (kJ/mol): 274.0
Charge: +1
Maximum force (eV Å⁻¹): 4.3

=====

Entry 4:
The following is a DFT calculation (ωB97M-V/def2-TZVPD) of an isolated ion of composition C8H16N3 and charge +1 at a distorted geometry.

The geometry in XYZ format:
```
27
Properties=species:S:1:pos:R:3:forces:R:3
C -0.99950 0.96364 -0.46822 3.07 4.97 -1.91
C -0.95882 -1.28145 0.01817 2.27 4.51 2.69
C 1.56714 0.60604 1.89555 1.16 0.25 -0.60
C 0.48796 0.80539 -0.24200 -1.58 -0.80 -1.22
C 0.60498 -0.68238 0.19164 -3.62 0.33 -1.67
C 1.25403 1.26822 -1.59817 0.53 2.25 1.10
C 1.47830 -1.56423 -0.55694 2.07 -2.67 -1.99
C -3.09606 0.00873 0.03787 -3.65 -3.43 1.98
N 0.81558 1.45791 1.01331 2.59 2.61 -1.63
N 0.95986 -0.58889 1.54414 -0.08 -3.97 2.11
N -1.75957 0.00065 -0.15112 1.62 -6.70 1.94
H -1.41856 1.90352 -0.76529 -0.01 0.37 -0.18
H -0.94572 -1.85763 -0.80489 -0.47 -1.98 -3.02
H -1.09165 -1.85252 0.91847 -0.90 -0.04 0.40
H 2.73066 0.56840 1.61041 -1.86 0.98 0.50
H 1.39525 0.85548 2.93425 0.40 0.33 0.33
H 1.74906 2.31071 -1.50132 -0.93 -1.39 0.17
H 0.49060 1.40262 -2.41405 1.00 -0.70 0.85
H 2.13780 0.63733 -1.79772 -0.84 -0.10 -0.14
H 2.56484 -1.22063 -0.56236 -1.25 -0.50 0.01
H 1.16956 -1.81317 -1.66248 0.52 0.67 2.17
H 1.42661 -2.54675 0.03285 0.38 0.98 -1.13
H -3.37340 -0.26424 1.18818 0.39 0.21 -2.63
H -3.61863 -0.69007 -0.71768 0.47 0.77 1.45
H -3.50096 0.94051 -0.10004 -0.88 2.41 -0.46
H 0.93473 2.49283 0.89323 -0.09 -1.01 0.89
H 1.35632 -1.49919 1.88063 -0.28 1.64 -0.01
```
Positions in Å, forces in eV/Å.

## Properties
Lowest unoccupied orbital energy (alpha / beta) (eV): -2.7 / -7.3
Spin multiplicity: 3
Gap between HOMO and LUMO (alpha / beta) (eV): 6.54 / 5.74
Energy relative to the best compared isomer or geometry (same formula, charge and spin) (kJ/mol): 101.9
Charge: +1
⟨S²⟩: 2.01
Maximum force (eV Å⁻¹): 7.2

=====

Repeat the first record exactly.
The following is a DFT calculation (ωB97M-V/def2-TZVPD) of one molecule with the formula C8H16N2S at a distorted geometry.

The geometry in XYZ format:
```
27
Properties=species:S:1:pos:R:3:forces:R:3
C 1.19309 1.00643 0.15074 1.15 -0.45 0.41
C 0.44921 -0.09983 -0.82189 -0.36 -0.68 1.23
C 1.16022 -1.29984 -1.07428 4.45 -0.65 -0.97
C -0.37269 -3.13415 1.29639 -1.19 2.44 -0.10
C 0.66957 3.16712 -0.76201 -2.21 0.81 -1.15
C -1.04607 2.00508 0.76098 -2.24 -0.84 1.56
C -0.44928 -3.03168 -0.25091 -0.07 2.77 3.28
C 0.37710 2.24854 0.46721 1.64 -0.18 -1.39
N 2.43988 1.02290 0.36262 -2.99 1.27 0.66
N 0.77812 -2.54180 -0.73371 0.96 1.80 -1.24
S 3.66509 0.05710 0.09256 1.24 -1.75 -0.74
H -0.48994 -0.53173 -0.42157 -0.33 1.70 -0.35
H 0.48228 0.42514 -1.77118 -0.84 0.34 -0.17
H 1.38968 -3.29207 -0.84418 1.75 -0.72 -0.67
H 2.25305 -1.08595 -1.54843 -2.60 -1.33 1.11
H -0.03729 -4.06915 1.57314 1.18 -1.99 0.63
H 0.32157 -2.32772 1.70518 -1.09 -1.03 -0.43
H -1.38809 -3.08055 1.75853 0.72 0.35 -0.32
H 0.75990 2.61715 -1.77335 -0.16 0.65 1.67
H 1.58015 3.77658 -0.63570 -0.47 -0.37 0.04
H -0.26458 3.85051 -0.87106 1.70 -0.68 -0.04
H -1.65524 2.90545 0.93173 0.64 0.09 0.62
H -1.29192 1.22154 1.59522 0.78 1.54 -1.29
H -1.57789 1.66224 -0.08591 -0.37 -0.93 -1.29
H -1.20850 -2.35381 -0.54139 -1.03 0.58 -0.25
H -0.63432 -3.93377 -0.67205 -0.60 -2.80 -1.34
H 0.84984 2.71866 1.30648 0.33 0.10 0.53
```
Positions in Å, forces in eV/Å.

## Properties
Lowest unoccupied orbital energy (alpha / beta) (eV): 0.0 / 0.0
Gap between HOMO and LUMO (alpha / beta) (eV): 6.25 / 6.24
Energy relative to the best compared isomer or geometry (same formula, charge and spin) (kJ/mol): 331.0
Charge: 0
Maximum force (eV Å⁻¹): 4.6